Entry 1:
50
Properties=species:S:1:pos:R:3 method="wB97M-V/def2-TZVPD" orbital_gap_ev=8.9 homo_ev=-8.72 largest_force_ev_per_a=5.84
O 4.832 0.777 3.354
O -5.607 -2.638 -2.515
N 1.695 -1.854 -0.346
N -0.109 -1.587 -2.601
O 0.435 -0.325 0.740
C 3.753 1.391 3.278
C -4.783 -2.082 -3.260
C 3.271 4.788 4.680
C 2.786 3.735 3.765
C 4.357 4.364 5.327
C 3.757 2.753 3.896
C 1.769 -2.558 -1.472
C 0.982 -2.413 -2.608
C 0.672 -1.038 -0.352
C -0.239 -0.891 -1.433
N 4.662 3.179 4.892
N -3.707 -1.413 -2.696
N 2.669 0.822 2.528
C -5.157 -2.058 -4.685
C -2.841 -0.585 -3.488
C -3.197 -1.722 -1.361
C 2.755 -0.319 1.649
C 1.377 0.560 2.985
C -1.950 0.484 -2.848
C -2.481 -0.567 -0.631
C 1.252 -0.522 1.842
C -1.421 0.065 -1.415
H 2.840 5.812 4.742
H 1.990 3.848 3.018
H 4.984 4.886 6.068
H 2.542 -3.394 -1.567
H 1.133 -3.078 -3.467
H 5.352 2.515 5.342
H -6.106 -2.644 -4.975
H -4.390 -2.583 -5.215
H -5.251 -0.995 -5.056
H -3.436 0.007 -4.251
H -2.146 -1.189 -4.098
H -4.010 -2.231 -0.779
H -2.394 -2.436 -1.374
H 3.390 -1.154 1.997
H 3.141 -0.033 0.707
H 0.626 1.358 2.871
H 1.262 0.070 3.948
H -1.058 0.589 -3.503
H -2.454 1.470 -2.846
H -3.340 0.180 -0.490
H -2.072 -0.914 0.328
H 0.993 -1.447 2.334
H -1.130 1.016 -0.957

Entry 2:
75
Properties=species:S:1:pos:R:3 method="wB97M-V/def2-TZVPD" multiplicity=5 orbital_gap_ev="2.6 / 4.8" homo_ev="-0.31 / -2.46" largest_force_ev_per_a=13.63 total_charge=-1
Fe 1.745 -0.083 0.208
Zn -1.499 0.621 -0.252
B 2.302 0.628 1.549
H 1.424 0.013 1.672
H 2.232 1.251 0.671
H 2.363 1.354 2.345
H 3.132 -0.059 1.487
B -2.560 -0.349 0.650
H -1.796 -0.687 -0.033
H -2.687 -0.941 1.543
H -2.290 0.678 0.841
H -3.475 -0.351 0.079
B 0.012 0.031 0.367
H -0.830 0.546 0.802
H 0.733 0.785 0.090
H 0.507 -0.675 1.016
H -0.345 -0.442 -0.535
B -0.383 1.438 -1.505
H 0.300 1.898 -0.808
H -0.352 1.798 -2.522
H -0.120 0.407 -1.685
H -1.359 1.525 -1.053
B 1.889 0.614 -1.235
H 1.449 1.365 -0.598
H 2.923 0.613 -0.928
H 1.465 -0.357 -1.029
H 1.848 0.865 -2.284
C -0.018 2.843 1.545
O -1.040 2.278 0.723
C -2.203 3.088 0.699
C -3.005 2.709 -0.560
N -3.262 1.276 -0.579
C -3.771 0.783 -1.905
C -2.617 -0.008 -2.685
O -1.908 -0.798 -1.678
C -1.610 -2.151 -2.115
H 1.009 2.644 1.237
H -0.276 2.722 2.597
H -0.072 3.902 1.292
H -2.166 4.177 0.741
H -2.504 2.726 1.683
H -2.379 2.895 -1.434
H -3.995 3.154 -0.660
H -4.096 1.128 -0.029
H -4.108 1.615 -2.522
H -4.661 0.206 -1.653
H -2.025 0.647 -3.324
H -3.136 -0.668 -3.380
H -0.928 -2.589 -1.387
H -1.284 -2.303 -3.145
H -2.588 -2.633 -2.120
C -1.627 -2.140 2.960
O -0.602 -2.337 2.032
C 0.667 -1.779 2.537
C 1.727 -2.253 1.567
N 1.447 -1.713 0.204
C 2.257 -2.278 -0.901
C 3.699 -1.787 -0.739
O 3.802 -0.383 -0.560
C 5.161 -0.017 -0.489
H -2.200 -1.330 2.507
H -1.421 -2.064 4.027
H -2.384 -2.919 2.876
H 0.654 -0.693 2.629
H 1.006 -2.166 3.498
H 2.661 -1.828 1.935
H 1.694 -3.342 1.539
H 0.480 -1.771 -0.083
H 2.286 -3.366 -0.843
H 1.807 -1.939 -1.835
H 4.170 -2.394 0.034
H 4.263 -2.121 -1.610
H 5.686 -0.195 -1.428
H 5.539 -0.383 0.466
H 5.241 1.069 -0.517

Entry 3:
17
Properties=species:S:1:pos:R:3 method="wB97M-V/def2-TZVPD" orbital_gap_ev=11.0 homo_ev=-14.55 largest_force_ev_per_a=5.56 total_charge=+1
C 0.158 0.112 -0.412
C -0.410 -0.420 -1.621
C -2.031 -0.018 0.514
C 2.131 -0.140 0.970
N -0.635 0.212 0.605
N 1.541 0.313 -0.234
H -0.705 -1.397 -1.330
H -1.260 0.249 -1.829
H 0.273 -0.556 -2.455
H -2.445 0.249 1.519
H -2.476 0.417 -0.283
H -2.327 -1.110 0.493
H 1.674 -1.085 1.350
H 1.857 0.478 1.818
H 3.182 0.015 0.844
H -0.279 0.671 1.462
H 2.052 0.236 -1.037

Entry 4:
126
Properties=species:S:1:pos:R:3 method="wB97M-V/def2-TZVPD" orbital_gap_ev=8.6 homo_ev=-8.34 largest_force_ev_per_a=3.86
C 4.344 -2.362 1.634
C 3.963 -1.738 3.038
O 4.855 -1.224 3.670
O 2.631 -1.784 3.442
C 1.974 -0.512 3.120
C 0.489 -0.722 2.654
C 0.308 -2.067 1.807
C -0.978 -2.037 0.897
C -0.792 -1.202 -0.433
C -0.456 -2.078 -1.718
C 0.715 -1.486 -2.580
C 1.893 -0.899 -1.878
C 3.037 -0.310 -2.595
C 2.974 -0.317 -4.091
C 1.858 -0.879 -4.848
C 0.734 -1.458 -4.053
C -0.475 -2.012 -4.922
O -0.824 -1.032 -5.925
C -1.147 0.207 -5.365
C -2.499 0.481 -4.585
O -0.403 1.151 -5.486
S 4.415 0.484 -4.911
C 4.677 1.920 -3.788
C 5.016 3.268 -4.283
O 5.167 3.513 -5.646
C 5.154 4.343 -3.259
C 4.946 4.059 -1.835
C 5.029 5.147 -0.713
Cl 6.494 5.437 0.270
C 3.873 5.856 -0.500
C 2.591 5.590 -1.385
Cl 3.713 7.113 0.765
C 4.633 2.681 -1.343
C 4.445 2.337 0.174
C 2.996 2.759 0.612
C 1.865 2.261 -0.186
C 0.463 2.610 0.101
C 0.241 3.499 1.277
C 1.372 4.002 2.078
C 1.048 4.965 3.273
C 2.783 3.641 1.786
C 4.492 1.609 -2.334
N 4.172 0.259 -1.887
H 4.193 -1.596 0.813
H 5.425 -2.685 1.615
H 3.712 -3.261 1.401
H 2.050 0.108 4.065
H 2.589 0.027 2.343
H 0.149 0.172 2.062
H -0.151 -0.774 3.583
H 1.238 -2.237 1.195
H 0.140 -2.885 2.572
H -1.399 -3.052 0.647
H -1.790 -1.517 1.495
H -1.790 -0.703 -0.639
H -0.062 -0.374 -0.231
H -0.151 -3.110 -1.359
H -1.414 -2.207 -2.288
H 1.852 -0.913 -0.760
H 1.833 -0.859 -5.968
H -0.196 -3.004 -5.384
H -1.382 -2.196 -4.273
H -2.620 1.600 -4.509
H -3.363 0.085 -5.182
H -2.451 0.102 -3.530
H 6.091 3.395 -5.928
H 5.385 5.406 -3.543
H 2.343 4.486 -1.426
H 1.677 6.092 -0.964
H 2.797 5.889 -2.454
H 4.543 1.226 0.364
H 5.251 2.815 0.807
H 2.080 1.597 -1.056
H -0.381 2.215 -0.516
H -0.791 3.820 1.552
H 0.289 4.536 3.979
H 0.612 5.907 2.825
H 2.016 5.248 3.763
H 3.653 3.994 2.387
H 4.992 -0.308 -2.165
C 2.120 -4.598 11.157
O 2.423 -4.452 9.784
C 2.137 -5.631 9.043
C 1.945 -5.302 7.571
O 0.656 -4.765 7.278
C 0.425 -3.421 7.696
C 1.158 -2.394 6.848
O 2.520 -2.308 7.241
C 3.334 -1.757 6.221
H 2.723 -5.394 11.604
H 2.348 -3.655 11.655
H 1.053 -4.809 11.293
H 1.233 -6.116 9.429
H 2.991 -6.311 9.157
H 2.000 -6.237 7.009
H 2.736 -4.654 7.192
H 0.637 -3.295 8.759
H -0.649 -3.260 7.564
H 0.704 -1.405 6.996
H 1.083 -2.675 5.790
H 3.296 -2.376 5.331
H 4.362 -1.734 6.581
H 3.016 -0.736 5.984
C -10.252 -0.186 -2.850
O -9.598 0.405 -3.955
C -8.533 1.258 -3.555
C -7.538 1.435 -4.691
O -6.645 0.331 -4.835
C -7.203 -0.858 -5.392
C -7.478 -0.751 -6.884
O -8.690 -0.045 -7.116
C -8.754 0.491 -8.422
H -10.698 0.580 -2.209
H -11.041 -0.834 -3.232
H -9.551 -0.801 -2.275
H -8.018 0.843 -2.681
H -8.966 2.232 -3.294
H -6.901 2.289 -4.448
H -8.033 1.665 -5.635
H -8.087 -1.177 -4.839
H -6.441 -1.628 -5.247
H -7.591 -1.757 -7.309
H -6.639 -0.241 -7.373
H -7.934 1.197 -8.589
H -9.697 1.028 -8.522
H -8.719 -0.308 -9.169

Entry 5:
103
Properties=species:S:1:pos:R:3 method="wB97M-V/def2-TZVPD" orbital_gap_ev=8.8 homo_ev=-8.94 largest_force_ev_per_a=9.07
C -4.630 8.310 -27.691
O -3.863 7.208 -27.011
H -5.669 8.090 -27.448
H -4.367 9.327 -27.399
H -4.565 8.262 -28.778
H -3.330 6.707 -27.633
C -1.644 6.748 -22.207
O -1.254 7.645 -21.133
H -2.653 6.338 -22.161
H -1.548 7.293 -23.146
H -0.879 5.980 -22.317
H -1.633 7.213 -20.364
C 3.438 6.428 -16.505
O 3.325 5.232 -16.297
N 3.928 7.243 -15.673
N 3.069 7.017 -17.561
H 4.139 6.969 -14.724
H 4.009 8.216 -15.932
H 3.507 7.923 -17.644
H 2.651 6.551 -18.354
C -3.623 12.518 -20.381
O -4.341 12.155 -21.257
N -3.613 13.671 -19.824
N -2.670 11.728 -19.958
H -4.209 14.330 -20.305
H -3.081 13.973 -19.021
H -2.070 12.018 -19.200
H -2.518 10.779 -20.268
C -3.953 8.625 -16.557
O -3.338 7.740 -17.073
N -3.383 9.619 -15.908
N -5.299 8.753 -16.518
H -4.044 10.331 -15.630
H -2.422 9.917 -15.821
H -5.757 8.153 -17.188
H -5.904 9.404 -16.037
C 2.041 7.060 -26.778
O 1.618 5.897 -26.771
N 2.174 7.800 -27.830
N 2.486 7.691 -25.714
H 2.547 8.735 -27.917
H 1.850 7.347 -28.673
H 3.002 8.528 -25.942
H 2.366 7.380 -24.760
C -7.420 7.880 -21.931
O -7.865 6.767 -22.139
N -6.237 8.266 -22.410
N -7.907 8.822 -21.301
H -5.678 7.554 -22.857
H -5.846 9.174 -22.204
H -7.178 9.511 -21.177
H -8.787 8.860 -20.809
C -3.594 2.789 -18.273
C -2.467 2.422 -17.326
C -1.103 2.481 -18.003
O -0.875 1.425 -19.021
C 0.430 1.653 -19.571
N -2.571 3.256 -16.141
H -4.490 2.881 -17.661
H -3.708 2.004 -19.021
H -3.344 3.749 -18.726
H -2.646 1.396 -17.002
H -0.312 2.487 -17.253
H -0.798 3.395 -18.512
H 0.550 2.473 -20.279
H 0.727 0.749 -20.102
H 1.252 1.874 -18.890
H -2.405 4.240 -16.298
H -1.949 2.926 -15.418
C -1.004 -2.640 -28.061
C -2.110 -2.037 -27.217
C -1.389 -0.922 -26.383
O -2.491 -0.331 -25.560
C -2.137 1.031 -25.083
N -3.108 -1.439 -28.009
H -0.163 -2.833 -27.396
H -0.636 -1.996 -28.859
H -1.237 -3.557 -28.601
H -2.644 -2.736 -26.574
H -0.999 -0.133 -27.027
H -0.611 -1.244 -25.690
H -1.653 1.769 -25.722
H -1.462 0.923 -24.234
H -3.005 1.516 -24.636
H -3.722 -0.930 -27.389
H -2.672 -0.671 -28.499
C 5.065 11.175 -20.987
C 4.050 11.727 -20.072
C 2.614 11.621 -20.700
O 2.611 12.297 -21.947
C 1.338 12.028 -22.604
N 4.131 11.013 -18.832
H 4.711 10.259 -21.461
H 6.001 11.029 -20.448
H 5.128 11.909 -21.790
H 4.261 12.796 -20.062
H 1.864 12.070 -20.050
H 2.399 10.566 -20.875
H 1.509 12.348 -23.632
H 0.533 12.649 -22.211
H 0.959 11.009 -22.525
H 3.504 11.387 -18.134
H 5.059 11.139 -18.455

Entry 6:
87
Properties=species:S:1:pos:R:3 method="wB97M-V/def2-TZVPD" multiplicity=4 orbital_gap_ev="6.6 / 6.9" homo_ev="-7.49 / -8.57" largest_force_ev_per_a=1.29
V -0.089 -0.176 -0.382
C 3.815 -1.608 -1.258
Si 3.022 -1.417 0.415
C 2.238 -3.034 0.868
C 4.216 -1.081 1.817
N 1.808 -0.072 0.337
C 2.292 1.176 0.181
C 3.673 1.508 0.031
C 4.107 2.796 -0.017
C 3.185 3.872 0.094
C 1.855 3.622 0.158
C 1.333 2.282 0.111
N 0.053 1.959 0.010
Si -1.288 3.039 -0.458
C -2.022 2.252 -1.967
C -2.387 3.084 1.069
C -0.882 4.798 -0.923
H 4.375 -2.547 -1.284
H 4.487 -0.805 -1.559
H 3.021 -1.674 -2.008
H 3.061 -3.620 1.291
H 1.846 -3.605 0.029
H 1.458 -2.975 1.626
H 4.939 -1.902 1.849
H 3.649 -1.115 2.752
H 4.775 -0.149 1.800
H 4.402 0.719 -0.040
H 5.164 3.002 -0.125
H 3.555 4.888 0.115
H 1.163 4.441 0.239
H -2.456 1.260 -1.851
H -1.216 2.128 -2.698
H -2.771 2.922 -2.396
H -1.821 2.773 1.950
H -3.316 2.506 1.057
H -2.697 4.122 1.224
H -0.116 4.889 -1.693
H -0.617 5.445 -0.087
H -1.824 5.173 -1.342
C -7.629 -0.421 2.481
Si -5.762 -0.237 2.455
C -5.298 1.390 3.258
C -5.058 -1.673 3.425
Si -4.963 -0.196 0.250
Te -2.394 -0.144 1.120
Si -5.808 1.681 -0.926
C -5.362 3.390 -0.305
C -7.673 1.606 -0.730
C -5.373 1.529 -2.749
Si -5.466 -2.144 -1.013
C -4.634 -2.148 -2.679
C -5.224 -3.670 0.033
C -7.315 -2.014 -1.342
H -7.938 -0.560 3.521
H -7.981 -1.287 1.916
H -8.142 0.462 2.095
H -5.826 1.440 4.216
H -5.597 2.254 2.661
H -4.228 1.469 3.456
H -5.327 -1.527 4.477
H -3.975 -1.770 3.364
H -5.485 -2.620 3.088
H -5.818 3.596 0.666
H -5.796 4.082 -1.034
H -4.300 3.612 -0.235
H -7.989 1.725 0.307
H -8.133 0.699 -1.119
H -8.070 2.455 -1.296
H -4.499 0.915 -2.948
H -5.188 2.519 -3.174
H -6.220 1.090 -3.284
H -3.552 -2.065 -2.618
H -5.017 -1.317 -3.270
H -4.895 -3.073 -3.200
H -4.229 -3.750 0.451
H -5.414 -4.558 -0.578
H -5.951 -3.667 0.851
H -7.524 -1.292 -2.134
H -7.925 -1.762 -0.472
H -7.649 -2.994 -1.699
F 0.428 -0.184 -2.087
As -0.783 -2.684 -0.844
F 0.114 -3.319 -2.176
F -1.802 -0.952 -1.584
F -2.223 -3.426 -1.364
F -2.465 -2.086 1.211
F -0.483 -3.961 0.324

Entry 7:
8
Properties=species:S:1:pos:R:3 method="wB97M-V/def2-TZVPD" orbital_gap_ev=7.5 homo_ev=-9.08 largest_force_ev_per_a=2.84
C 1.276 0.399 -0.594
O -1.984 -2.209 1.133
P 0.517 0.189 0.859
P -1.233 -1.442 0.121
I -2.538 0.787 -0.491
H 2.066 1.156 -0.927
H 1.110 -0.488 -1.326
H 0.786 1.608 1.225